# C11H24O15V3

A structure of composition C11H24O15V3 in a non-equilibrium geometry (ωB97M-V with the def2-TZVPD basis set, the Open Molecules 2025 dataset).

The geometry in XYZ format:
```
53
Properties=species:S:1:pos:R:3
O 8.7537 -34.3174 -20.2696
V 10.0573 -33.5088 -20.8057
O 11.0491 -33.2706 -19.6788
O 6.3956 -30.5582 -21.2177
V 7.4257 -30.6568 -22.4994
O 6.8269 -30.1034 -23.8823
O 9.9206 -32.4329 -25.7279
V 10.7846 -32.3673 -24.4185
O 12.1685 -31.5936 -24.7335
C 10.1033 -31.1650 -22.1761
O 11.0982 -31.9218 -22.1714
O 9.6280 -30.7745 -23.2321
O 9.2015 -31.4602 -21.3588
C 10.5800 -34.8360 -23.3238
O 9.6079 -34.1499 -23.2163
O 11.5146 -34.4076 -24.0239
O 10.9852 -35.3371 -22.2178
C 14.4844 -33.3374 -19.5632
C 13.9915 -32.4785 -20.6979
C 15.0840 -31.7814 -21.5476
O 13.3492 -33.3272 -21.5630
H 13.6458 -34.0084 -19.3773
H 14.4472 -32.7116 -18.6716
H 15.3985 -33.8768 -19.8113
H 13.2076 -31.7916 -20.3789
H 14.7941 -31.4227 -22.5352
H 15.8485 -32.4887 -21.8692
H 15.4120 -31.0329 -20.8263
H 12.6148 -32.8242 -21.9226
C 10.6510 -28.8134 -18.8365
C 10.8659 -29.3894 -17.4858
C 12.0230 -30.3783 -17.3976
O 11.0364 -28.4079 -16.5477
H 9.8996 -28.0241 -18.8609
H 10.3233 -29.6025 -19.5133
H 11.5620 -28.6177 -19.4020
H 9.9571 -29.8846 -17.1438
H 11.8396 -31.0634 -18.2252
H 12.0139 -31.0792 -16.5628
H 13.0259 -29.9541 -17.4456
H 11.9244 -28.0732 -16.6926
C 10.4650 -27.3143 -26.6960
C 9.3711 -28.0827 -25.9551
C 8.9500 -29.3543 -26.7406
O 10.0391 -28.5882 -24.8474
H 10.8170 -26.5376 -26.0170
H 9.9412 -26.9347 -27.5733
H 11.2035 -28.0264 -27.0641
H 8.5219 -27.4832 -25.6272
H 8.2628 -29.8945 -26.0894
H 9.8379 -29.9554 -26.9370
H 8.5068 -29.0767 -27.6970
H 9.5471 -29.1617 -24.2552
```

Output
Charge: -1
Energy relative to the best compared isomer or geometry (same formula, charge and spin) (kJ/mol): 235.8
Orbital gap (hartree): 0.1573
Energy (eV): -119572.160